28
Properties=species:S:1:pos:R:3:lowdin_charge:R:1 method="wB97M-V/def2-TZVPD" max_force_ha_per_bohr=0.123 charge=+2 de_lowest_kcal_mol=141.5 orbital_gap_ha="0.217 / 0.272" homo_ev="-14.743 / -15.438" smiles="C[NH+](C)/C=N/C=[N+]1/CCNC1=C=N"
C -3.54644 2.10783 0.02592 0.061
N -2.19990 1.63298 -0.61573 -0.127
C -1.65163 2.75262 -1.46842 0.020
C -1.23501 1.19266 0.44892 -0.080
N -0.38077 0.29273 0.08026 0.127
C 0.58820 -0.11013 0.93950 -0.089
N 1.52384 -0.96671 0.65060 -0.014
C 2.78388 -0.91190 1.29833 -0.065
C 3.19868 -2.41073 1.21153 -0.087
N 2.67861 -2.69064 -0.11056 0.103
C 1.56283 -1.99478 -0.25557 -0.255
C 0.68063 -2.34052 -1.15448 -0.029
N 0.11591 -2.38347 -2.16078 0.289
H -3.36816 3.15983 0.30071 0.118
H -4.25392 2.12303 -0.81577 0.124
H -3.86959 1.56053 0.82947 0.072
H -2.46038 0.88027 -1.18083 0.143
H -0.84895 3.27803 -0.86357 0.129
H -1.11670 2.42317 -2.34465 0.101
H -2.45834 3.50835 -1.67259 0.123
H -1.62538 1.35429 1.43415 0.145
H 0.71243 0.46371 1.90205 0.177
H 2.71759 -0.43824 2.27354 0.146
H 3.40007 -0.26575 0.63059 0.169
H 4.28489 -2.48047 1.39319 0.148
H 2.75880 -2.97368 2.05721 0.146
H 2.71700 -3.67781 -0.42575 0.197
H -0.70821 -3.08520 -2.40727 0.209